Entry 1:
C18H43AsMnN4O4PS4 | ωB97M-V with the def2-TZVPD basis set

Properties
Multiplicity   5
HOMO-LUMO gap (alpha / beta)   0.22318 / 0.22527 hartree
Total charge   0
Expectation value of S²   6.233

XYZ file:
```
76
C18H43AsMnN4O4PS4 ωB97M-V with the def2-TZVPD basis set
Mn -1.8282 -0.3937 -1.3720
S -4.9285 -3.3288 -1.4633
As -4.8382 -1.2609 -1.9518
S -3.8130 -0.1639 -0.2875
S -3.0120 -0.8780 -3.2520
S -6.5074 -0.3176 -2.6946
C 2.4689 1.1073 -3.9099
C 2.0360 1.2755 -2.4586
C 3.2283 1.1326 -1.5190
C 1.3868 2.6495 -2.2450
N 1.1326 0.1613 -2.0944
N -0.1810 0.2511 -2.6611
H 3.1571 1.9026 -4.2002
H 1.6127 1.1555 -4.5871
H 2.9668 0.1473 -4.0505
H 3.9836 1.8864 -1.7428
H 3.6839 0.1461 -1.6261
H 2.9105 1.2591 -0.4814
H 2.1484 3.4287 -2.2933
H 0.9000 2.7059 -1.2669
H 0.6548 2.8926 -3.0202
H 0.9775 0.1899 -1.0886
H -0.2010 -0.2488 -3.5439
H -0.4345 1.2185 -2.8672
C 1.6936 -0.8767 2.7822
C 1.8896 0.6266 2.6344
C 1.4958 1.3507 3.9127
C 3.3283 0.9413 2.2580
O 1.1152 1.1229 1.5050
P -0.4776 0.9628 1.3339
O -1.1405 0.5481 2.5814
O -0.6533 0.0363 0.1239
O -0.9142 2.3532 0.7039
C -1.1055 3.6489 1.3504
C -1.8041 3.4993 2.6920
C 0.2508 4.3216 1.4905
C -1.9795 4.4051 0.3637
H 2.2630 -1.2353 3.6423
H 2.0725 -1.3977 1.8998
H 0.6418 -1.1136 2.9439
H 2.1331 1.0037 4.7282
H 0.4553 1.1558 4.1621
H 1.6468 2.4270 3.8098
H 4.0066 0.5954 3.0395
H 3.4635 2.0165 2.1357
H 3.5916 0.4465 1.3220
H -1.1696 3.0028 3.4246
H -2.7129 2.9093 2.5829
H -2.0669 4.4893 3.0688
H 0.9175 3.7414 2.1265
H 0.1235 5.3101 1.9357
H 0.7214 4.4442 0.5136
H -2.9398 3.9045 0.2427
H -1.4853 4.4546 -0.6089
H -2.1542 5.4226 0.7155
C 0.6182 -4.2508 -0.3405
C 0.2981 -2.7682 -0.6246
N -1.1346 -2.6206 -0.8808
C -1.8781 -2.8496 0.3796
C -1.4110 -4.1599 1.0296
N -0.6831 -4.9363 -0.0329
C -1.5420 -5.0024 -1.2731
C -1.5439 -3.6053 -1.8976
H 1.2713 -4.3868 0.5205
H 1.0493 -4.7635 -1.1994
H 0.8708 -2.4180 -1.4841
H 0.5478 -2.1319 0.2209
H -2.9411 -2.8969 0.1347
H -1.7054 -2.0090 1.0498
H -2.2470 -4.7707 1.3674
H -0.7088 -4.0132 1.8505
H -0.4991 -5.8786 0.2999
H -2.5457 -5.2861 -0.9532
H -1.1256 -5.7712 -1.9219
H -2.5503 -3.3808 -2.2476
H -0.8502 -3.5355 -2.7364
```

---

Entry 2:
C18H43NNaO4 | ωB97M-V with the def2-TZVPD basis set

Properties
Multiplicity   1
HOMO-LUMO gap   0.20810 hartree
Total charge   +1

XYZ file:
```
67
C18H43NNaO4 ωB97M-V with the def2-TZVPD basis set
Na 0.0202 1.6404 0.1557
C 1.4267 1.9467 5.9837
C 1.5104 0.6974 5.2611
C 1.6964 -0.4303 6.1773
O 0.2812 0.5420 4.5639
H 2.4843 2.0667 6.2189
H 0.8615 2.0127 6.9134
H 1.0106 2.7011 5.3161
H 2.2803 0.7822 4.4942
H 1.4106 -1.4169 5.8127
H 1.0490 -0.2400 7.0334
H 2.7588 -0.5213 6.4033
H -0.4177 0.2492 5.1533
C -3.5310 5.4651 1.8067
C -4.4674 5.1013 0.6437
C -4.6147 6.3128 -0.2801
O -3.9198 4.1320 -0.1447
H -3.2873 6.5239 1.8945
H -2.5576 4.9968 1.6607
H -3.8302 5.1334 2.8010
H -5.4475 4.7400 0.9552
H -5.1207 6.9876 0.4103
H -5.3504 6.1871 -1.0745
H -3.6796 6.7566 -0.6217
H -4.2120 4.1758 -1.0581
C 3.0729 5.8177 -2.2279
C 3.7555 4.4981 -2.4564
C 5.2264 4.4845 -2.8571
O 3.7675 3.7184 -1.2402
H 2.9633 6.3973 -3.1445
H 3.6614 6.3580 -1.4864
H 2.0704 5.7101 -1.8137
H 3.2317 3.8059 -3.1155
H 5.7063 5.4356 -2.6266
H 5.1728 4.3473 -3.9371
H 5.8591 3.7212 -2.4042
H 4.6418 3.8341 -0.8609
C -1.9511 -4.7336 -3.3463
C -1.6497 -4.1523 -1.9277
C -1.9724 -5.1479 -0.7752
C -1.0278 -6.2344 -0.5660
C 0.3377 -5.5325 -0.3025
C 0.7908 -4.4813 -1.3247
N -0.3455 -3.5985 -1.6921
O -0.1157 -2.5466 -2.5563
C 1.7980 -3.5392 -0.5849
C 1.3811 -5.2222 -2.6103
C -2.6769 -2.9851 -1.7493
H -1.3733 -5.6203 -3.6067
H -2.9974 -4.9971 -3.5012
H -1.9034 -3.8896 -4.0344
H -2.0926 -4.5407 0.1220
H -2.9431 -5.6236 -0.9149
H -1.3415 -6.9282 0.2139
H -0.9348 -6.8061 -1.4894
H 1.1167 -6.2145 0.0381
H 0.2434 -4.9999 0.6438
H 2.3308 -2.7972 -1.1795
H 2.5519 -4.1229 -0.0567
H 1.1805 -2.9593 0.1011
H 2.0415 -4.5925 -3.2065
H 0.6980 -5.8713 -3.1581
H 2.1340 -5.8563 -2.1422
H -3.7372 -3.1230 -1.9611
H -2.4750 -2.4551 -0.8184
H -2.5893 -2.1919 -2.4918
H 0.0392 -2.9074 -3.4324
```

---

Entry 3:
C18H44BeN2O6 | ωB97M-V with the def2-TZVPD basis set

Properties
Multiplicity   1
HOMO-LUMO gap   0.24926 hartree
Total charge   0

XYZ file:
```
71
C18H44BeN2O6 ωB97M-V with the def2-TZVPD basis set
Be 0.7447 0.7763 -0.0691
C -0.2773 0.0330 4.2790
C 0.5615 -0.8701 3.4140
C -0.0986 -2.2730 3.2958
O 0.8449 -0.3537 2.1424
H -1.2732 0.1840 3.8609
H 0.2527 0.9212 4.6258
H -0.4616 -0.4659 5.2375
H 1.5075 -1.1209 3.9112
H 0.3041 -2.8417 2.4573
H -1.1779 -2.1822 3.1514
H 0.1079 -2.8702 4.1871
C -3.2194 0.7867 1.4192
C -3.0064 1.2092 -0.0465
C -3.7765 2.4750 -0.2082
O -1.6693 1.3441 -0.4090
H -2.7498 1.4449 2.1544
H -2.7853 -0.1843 1.6671
H -4.2843 0.8112 1.6605
H -3.4824 0.4362 -0.6670
H -3.4073 3.1930 0.5281
H -4.8579 2.3552 -0.1090
H -3.6889 2.9679 -1.1797
C -0.1919 3.1789 2.0174
O 0.8167 2.8730 1.0771
C 1.5105 3.9372 0.5571
C 2.4759 3.4041 -0.4979
N 2.6738 1.9708 -0.1360
C 3.3789 1.2565 -1.2005
C 3.3856 -0.2486 -0.8126
O 2.1647 -0.6045 -0.2007
C 2.1702 -1.6586 0.7525
H 0.2296 3.7808 2.8295
H -0.5765 2.3522 2.6125
H -1.0329 3.7073 1.5680
H 2.0284 4.4605 1.3661
H 0.8696 4.6810 0.0747
H 3.4308 3.9357 -0.4875
H 2.1332 3.5605 -1.5206
H 3.3720 2.0460 0.5955
H 4.4162 1.5916 -1.2742
H 2.9608 1.2921 -2.2056
H 4.2050 -0.3626 -0.0958
H 3.6465 -0.8583 -1.6800
H 2.3450 -2.6425 0.3106
H 1.2298 -1.7329 1.2967
H 2.9474 -1.4562 1.4922
C -1.8545 -5.2829 -2.3178
O -1.0277 -4.3646 -1.5886
C -1.7506 -3.3955 -0.8634
C -0.7273 -2.4538 -0.2262
N -0.3709 -1.3267 -1.0383
C 0.0943 -1.6394 -2.3881
C 0.0432 -0.3927 -3.2261
O 0.8432 0.6304 -2.6772
C 0.7755 1.7749 -3.5054
H -2.8265 -5.5150 -1.8809
H -1.3152 -6.1815 -2.6089
H -2.0572 -4.7282 -3.2400
H -2.4232 -3.8831 -0.1535
H -2.3556 -2.8793 -1.6194
H 0.1555 -3.0006 0.1095
H -1.1744 -2.1133 0.7096
H -1.2781 -0.8760 -1.1443
H -0.3980 -2.4052 -2.9922
H 1.1257 -1.9988 -2.3553
H -0.9730 0.0160 -3.2596
H 0.3284 -0.6194 -4.2575
H 1.5132 2.4920 -3.1405
H -0.1851 2.2896 -3.5543
H 1.1415 1.6135 -4.5232
```

---

Entry 4:
C18H44F6N4O10S2 | ωB97M-V with the def2-TZVPD basis set

Properties
Multiplicity   2
HOMO-LUMO gap (alpha / beta)   0.33366 / 0.16998 hartree
Total charge   +1
Expectation value of S²   0.755

XYZ file:
```
84
C18H44F6N4O10S2 ωB97M-V with the def2-TZVPD basis set
O 0.0479 -0.4066 0.3923
H 0.9377 -0.0463 0.3905
H 0.0595 -1.3023 0.7375
H -0.3411 -0.4636 -0.4835
C 2.3248 -4.2305 0.6118
F 3.3343 -3.6494 0.0706
F 2.4396 -5.5030 0.3306
F 2.3991 -3.9729 1.9283
S 0.7014 -3.6042 -0.2343
O 1.1720 -2.5725 -1.1821
O 0.0901 -4.7638 -0.8596
N -0.1211 -2.7427 1.0222
S -0.9667 -3.7484 1.7811
O -2.3409 -3.7305 1.3461
O -0.2872 -5.0355 1.9776
C -0.9097 -2.9068 3.5871
F 0.3570 -2.7107 4.0565
F -1.6087 -1.7794 3.5446
F -1.5180 -3.7580 4.3908
C -2.6308 -1.1910 -1.4691
C -1.5162 -1.3570 -2.4983
C -2.2020 -1.0677 -3.9320
O -3.2834 -1.9302 -4.2273
C -3.7055 -1.8236 -5.5787
N -0.4556 -0.4028 -2.2583
H -2.3091 -1.5987 -0.5108
H -3.6163 -1.5186 -1.8002
H -2.8474 -0.1362 -1.3002
H -1.2521 -2.4001 -2.3241
H -1.3675 -1.0181 -4.6315
H -2.5035 -0.0206 -3.9593
H -4.6161 -2.4146 -5.6772
H -2.8098 -2.0506 -6.1570
H -4.0408 -0.8164 -5.8260
H -0.7372 0.3700 -2.8443
H 0.3376 -0.7660 -2.7672
C 1.5284 0.3379 3.6748
O 1.4838 0.9288 2.4129
C 2.6140 1.7370 1.9948
C 2.7122 1.8367 0.4630
N 2.6031 0.3912 -0.0253
C 2.9301 0.3856 -1.4896
C 4.3030 0.6141 -1.8374
O 4.5854 0.2701 -3.2572
C 5.7473 0.7758 -3.8946
H 2.5044 -0.1320 3.7959
H 0.7144 -0.3868 3.6917
H 1.3245 1.0091 4.5091
H 3.5046 1.2709 2.4165
H 2.5346 2.7614 2.3586
H 3.6997 2.1518 0.1258
H 1.9273 2.5319 0.1649
H 3.3379 -0.0681 0.4935
H 2.3464 1.1341 -2.0255
H 2.7536 -0.5806 -1.9621
H 5.0628 0.0131 -1.3377
H 4.5912 1.6358 -1.5902
H 5.9286 0.0144 -4.6533
H 6.5717 0.7261 -3.1832
H 5.6154 1.7624 -4.3387
C 0.3954 4.9289 -0.5662
O 0.3783 4.4667 0.7659
C -0.6998 4.8714 1.6842
C -1.0933 3.6381 2.5709
N -1.8410 2.6339 1.7721
C -2.2875 1.4636 2.5382
C -3.1812 0.5623 1.6827
O -3.6640 -0.4371 2.5767
C -4.6324 -1.3298 2.0951
H 0.5365 5.9946 -0.3858
H -0.5704 4.6413 -0.9815
H 1.1823 4.4795 -1.1721
H -1.6214 5.2027 1.2057
H -0.3357 5.5962 2.4124
H -1.5664 4.0123 3.4787
H -0.2045 3.0943 2.8910
H -2.3141 2.7354 0.8856
H -2.9751 1.6094 3.3713
H -1.4720 0.9438 3.0410
H -2.6584 0.2381 0.7829
H -3.9865 1.1926 1.3055
H -5.2678 -0.7365 1.4376
H -5.1466 -1.7684 2.9502
H -4.1128 -2.0846 1.5048
```

---

Entry 5:
C18H44N3 | ωB97M-V with the def2-TZVPD basis set

Properties
Multiplicity   1
HOMO-LUMO gap   0.23823 hartree
Total charge   +1

XYZ file:
```
65
C18H44N3 ωB97M-V with the def2-TZVPD basis set
C -4.1557 -4.9860 -3.5548
C -3.4693 -3.9649 -2.6633
C -3.8420 -2.5150 -2.9247
C -3.5806 -2.1386 -4.3783
C -2.1346 -2.4292 -4.8141
C -1.4709 -3.6798 -4.2254
N -1.9641 -4.0312 -2.8416
H -5.2202 -4.7560 -3.5878
H -4.0554 -5.9955 -3.1562
H -3.7907 -4.9759 -4.5799
H -3.6479 -4.2279 -1.6203
H -3.2300 -1.8792 -2.2735
H -4.8834 -2.3552 -2.6498
H -4.2850 -2.6539 -5.0324
H -3.7700 -1.0736 -4.5071
H -2.1207 -2.5646 -5.8957
H -1.5016 -1.5666 -4.6099
H -0.3993 -3.5196 -4.1182
H -1.6089 -4.5631 -4.8429
H -1.6168 -4.9550 -2.5827
H -1.5473 -3.3718 -2.1783
C 1.5644 1.0319 0.1470
C 0.3142 1.4116 -0.6283
N -0.0887 0.3914 -1.5894
C -1.0781 0.8505 -2.5490
C -2.4684 1.2376 -2.0341
C -0.2948 -0.9299 -1.0363
C -1.3304 -1.1032 0.0835
H 2.3753 0.7644 -0.5315
H 1.8901 1.8772 0.7544
H 1.3921 0.1969 0.8283
H 0.5093 2.3206 -1.2019
H -0.4873 1.6632 0.0827
H -1.1795 0.0711 -3.3124
H -0.6460 1.7140 -3.0606
H -3.0588 0.3724 -1.7286
H -3.0220 1.7517 -2.8217
H -2.4061 1.9164 -1.1836
H 0.6644 -1.3045 -0.6721
H -0.5585 -1.5794 -1.8883
H -1.1959 -0.3531 0.8627
H -1.2078 -2.0808 0.5576
H -2.3589 -1.0247 -0.2707
C 4.2841 4.4419 6.1720
C 3.6411 3.1183 5.7900
N 2.7366 3.2347 4.6577
C 1.8801 2.0786 4.4741
C 2.5393 0.7396 4.1241
C 3.3080 3.8059 3.4476
C 4.5403 3.1221 2.8439
H 3.5229 5.2090 6.3190
H 4.8437 4.3274 7.1005
H 4.9832 4.7934 5.4122
H 3.0447 2.7556 6.6318
H 4.4336 2.3697 5.6314
H 1.1502 2.3319 3.6985
H 1.3084 1.9499 5.3983
H 2.9250 0.7303 3.1048
H 1.8027 -0.0632 4.2064
H 3.3599 0.4963 4.7998
H 3.5636 4.8468 3.6569
H 2.5068 3.8441 2.7038
H 5.2940 2.9147 3.6051
H 4.9986 3.7787 2.1021
H 4.2988 2.1820 2.3488
```

---

Entry 6:
C18H45BF2IrN4O4Si | ωB97M-V with the def2-TZVPD basis set

Properties
Multiplicity   2
HOMO-LUMO gap (alpha / beta)   0.12279 / 0.14125 hartree
Total charge   +2
Expectation value of S²   0.774

XYZ file:
```
76
C18H45BF2IrN4O4Si ωB97M-V with the def2-TZVPD basis set
Ir 0.2286 -0.3857 0.2610
N -0.0168 -1.0541 -2.0825
C 1.2361 -1.6188 -2.6034
C 2.3959 -0.7024 -2.2226
N 2.5611 -0.5668 -0.7686
C 3.2820 0.6752 -0.4419
C 2.3145 1.8363 -0.2200
N 1.4201 1.4717 0.8745
C 3.2650 -1.7373 -0.2275
C 3.0683 -1.8823 1.2797
N 1.6385 -1.9443 1.5927
H -0.7751 -1.7266 -2.1833
H -0.2737 -0.2340 -2.6340
H 1.2143 -1.7151 -3.6941
H 1.3621 -2.6177 -2.1859
H 2.1926 0.2870 -2.6354
H 3.3206 -1.0803 -2.6758
H 4.0014 0.9230 -1.2281
H 3.8389 0.5303 0.4841
H 1.7176 2.0181 -1.1156
H 2.8785 2.7521 0.0002
H 0.6821 2.1610 1.0075
H 1.9404 1.3967 1.7460
H 4.3391 -1.6750 -0.4453
H 2.8748 -2.6283 -0.7183
H 3.5012 -1.0310 1.8052
H 3.5965 -2.7831 1.6126
H 1.4792 -1.7798 2.5833
H 1.2739 -2.8695 1.3794
C -0.3589 3.9472 2.9438
C -1.5051 4.3540 2.0022
C -2.1014 5.6895 2.4559
C -0.9993 4.4703 0.5545
O -2.5107 3.3897 2.0676
Si -2.6721 1.8085 1.6857
O -1.3894 1.0829 1.1438
O -3.2388 1.1224 3.0771
C -4.3058 1.4298 3.9005
C -5.4775 0.4755 3.5119
C -3.9086 1.0778 5.3488
C -4.7710 2.8686 3.7791
O -3.9752 1.8278 0.6884
C -4.2717 1.2303 -0.5342
C -3.1236 1.4531 -1.5256
C -4.4545 -0.2859 -0.3271
C -5.5775 1.8383 -1.0528
H 0.5029 4.5852 2.7793
H -0.1045 2.9053 2.7712
H -0.6874 4.0478 3.9755
H -1.3510 6.4711 2.3943
H -2.4515 5.6284 3.4835
H -2.9466 5.9600 1.8304
H -0.1694 5.1667 0.4972
H -1.8076 4.8317 -0.0772
H -0.7055 3.4863 0.1952
H -5.1543 -0.5563 3.5988
H -5.7398 0.6942 2.4812
H -6.3276 0.6493 4.1614
H -3.5583 0.0515 5.4127
H -4.7566 1.2063 6.0148
H -3.1055 1.7429 5.6610
H -5.1068 3.0766 2.7648
H -3.9260 3.5314 3.9707
H -5.5708 3.0854 4.4819
H -2.2118 1.0077 -1.1289
H -2.9613 2.5199 -1.6543
H -3.3768 1.0101 -2.4827
H -3.6086 -0.6648 0.2398
H -4.5116 -0.7925 -1.2864
H -5.3679 -0.4795 0.2292
H -5.4663 2.9117 -1.1886
H -6.3868 1.6679 -0.3459
H -5.8473 1.3826 -2.0002
F -1.8864 -2.0271 2.1549
B -1.4164 -1.8017 0.9464
F -2.0438 -2.5378 0.0266
```

---

Here are the calculated electronic energy numbers, same order: -6552.73302 -1229.28548 -1287.66816 -3078.66210 -876.23761 -1850.86003 (Eh).